Record 1
Density functional theory data (ωB97M-V/def2-TZVPD) for C2H3NO2 in the gas phase in a non-equilibrium geometry.

Properties
E_tot (eV): -7703.03125
Maximum force (eV/Å): 4.766
SMILES string: C1=NCOO1
Energy relative to the best compared isomer or geometry (same formula, charge and spin) (kcal/mol): 111.0
LUMO energy (eV): 0.98
Total charge: 0

Geometry as XYZ:
```
8
Properties=species:S:1:pos:R:3:forces:R:3
C -0.083 -0.590 -0.412 0.1 0.9 -2.2
C 0.279 1.097 0.769 -1.4 2.0 0.5
N -0.611 0.190 0.695 2.9 -1.1 -0.7
O 1.233 1.260 -0.124 1.9 1.0 -0.1
O 1.365 0.174 -1.047 -3.6 -1.5 2.7
H -0.726 -0.375 -1.234 -0.4 0.0 -0.9
H 0.074 -1.657 -0.409 0.5 -0.1 0.9
H 0.215 2.023 1.398 0.1 -1.2 -0.3
```
Positions in Å, forces in eV/Å.

Just the Löwdin charges please, in e? Sure, here they are: C -0.035; C -0.274; N 0.089; O -0.066; O -0.068; H 0.089; H 0.104; H 0.160

***

Record 2
Density functional theory data (ωB97M-V/def2-TZVPD) for C2H3NO2 in the gas phase in a non-equilibrium geometry.

Properties
E_tot (eV): -7707.49091
Maximum force (eV/Å): 2.933
SMILES string: O=CNC=O
Energy relative to the best compared isomer or geometry (same formula, charge and spin) (kcal/mol): 8.1
LUMO energy (eV): 0.55
Total charge: 0

Geometry as XYZ:
```
8
Properties=species:S:1:pos:R:3:forces:R:3
C -0.231 0.222 1.220 0.2 -1.5 1.5
C 0.385 0.098 -1.133 -0.1 -0.8 -2.1
H -0.704 -0.536 2.018 0.7 1.8 -1.3
H -0.918 -1.117 -0.291 0.4 1.3 0.9
H 1.107 0.857 -1.001 0.8 1.1 0.6
N -0.396 -0.237 -0.054 -1.2 -2.2 -1.5
O 0.459 1.174 1.458 -0.4 0.1 0.5
O 0.297 -0.462 -2.218 -0.3 0.3 1.4
```
Positions in Å, forces in eV/Å.

Just the Löwdin charges please, in e? Sure, here they are: C -0.344; C -0.293; H 0.168; H 0.175; H 0.125; N 0.074; O 0.056; O 0.041

***

Record 3
Density functional theory data (ωB97M-V/def2-TZVPD) for C2H3NO2 in the gas phase in a non-equilibrium geometry.

Properties
E_tot (eV): -7704.86788
Maximum force (eV/Å): 5.361
SMILES string: C1=NOCO1
Energy relative to the best compared isomer or geometry (same formula, charge and spin) (kcal/mol): 68.6
LUMO energy (eV): 0.93
Total charge: 0

Geometry as XYZ:
```
8
Properties=species:S:1:pos:R:3:forces:R:3
C -1.037 0.371 0.085 -1.8 5.0 -0.6
C 1.148 0.139 0.061 -2.6 2.9 -1.0
H -1.452 0.539 1.105 0.2 0.3 -0.5
H -1.725 0.792 -0.743 0.7 -0.8 1.4
H 2.131 0.502 0.018 1.3 -0.2 0.2
N 0.693 -1.016 0.007 -0.4 -1.9 0.4
O 0.199 1.181 -0.083 0.3 -2.6 0.9
O -0.758 -0.903 -0.080 2.3 -2.8 -0.9
```
Positions in Å, forces in eV/Å.

Just the Löwdin charges please, in e? Sure, here they are: C -0.261; C -0.173; H 0.132; H 0.156; H 0.125; N 0.128; O -0.041; O -0.066

***

Record 4
Density functional theory data (ωB97M-V/def2-TZVPD) for a 2-piece molecular cluster, C2H3NO2 overall in a non-equilibrium geometry.

Properties
E_tot (eV): -7702.63824
Maximum force (eV/Å): 4.926
Energy relative to the best compared isomer or geometry (same formula, charge and spin) (kcal/mol): 120.0
LUMO energy (alpha / beta) (eV): -1.80 / -1.80
Total charge: 0

Geometry as XYZ:
```
8
Properties=species:S:1:pos:R:3:forces:R:3
C -0.384 -0.116 0.426 1.7 1.1 -2.3
C 0.709 -0.431 -0.289 -0.9 4.7 -0.9
N 3.247 -1.471 -0.969 -0.7 -1.6 0.8
O 3.645 -2.506 -0.775 -1.3 2.3 -0.3
O 1.466 -1.428 -0.288 3.1 -3.8 -0.1
H -0.867 0.748 0.052 -0.4 0.9 0.0
H -0.973 -0.737 0.939 -1.8 -2.6 2.4
H 0.965 0.448 -0.970 0.3 -1.1 0.4
```
Positions in Å, forces in eV/Å.

Just the Löwdin charges please, in e? Sure, here they are: C 0.001; C -0.426; N 0.210; O 0.168; O -0.099; H 0.027; H -0.003; H 0.120

***

Record 5
Density functional theory data (ωB97M-V/def2-TZVPD) for C2H3NO2 in the gas phase in a non-equilibrium geometry.

Properties
E_tot (eV): -7701.25130
Maximum force (eV/Å): 3.909
Energy relative to the best compared isomer or geometry (same formula, charge and spin) (kcal/mol): 152.0
LUMO energy (eV): -0.68
Total charge: 0

Geometry as XYZ:
```
8
Properties=species:S:1:pos:R:3:forces:R:3
C 0.015 0.091 0.266 1.9 1.7 -3.0
C 1.034 0.322 -0.899 -1.2 -0.3 0.1
N -0.819 0.670 1.069 -2.9 -0.9 2.3
O -1.575 1.684 1.389 2.3 -0.8 -1.9
O 0.834 -0.771 -1.647 -0.7 0.5 1.5
H 0.174 -0.895 0.552 0.0 -1.8 0.6
H -1.137 -0.157 1.608 0.0 0.8 0.5
H 1.475 -0.944 -2.338 0.5 0.7 -0.2
```
Positions in Å, forces in eV/Å.

Just the Löwdin charges please, in e? Sure, here they are: C -0.083; C 0.008; N -0.149; O -0.088; O -0.025; H 0.078; H 0.160; H 0.099

***

Record 6
Density functional theory data (ωB97M-V/def2-TZVPD) for C2H3NO2 in the gas phase in a non-equilibrium geometry.

Properties
E_tot (eV): -7704.41823
Maximum force (eV/Å): 4.333
SMILES string: O=C/C=N\O
Energy relative to the best compared isomer or geometry (same formula, charge and spin) (kcal/mol): 79.0
LUMO energy (eV): -0.26
Total charge: 0

Geometry as XYZ:
```
8
Properties=species:S:1:pos:R:3:forces:R:3
C 0.082 0.768 -0.184 -0.5 -1.9 0.7
C -1.254 0.029 0.019 -1.8 -1.1 -0.4
H 2.285 -1.365 0.340 -3.7 1.1 -1.9
H -0.020 1.845 -0.231 0.4 0.0 0.1
H -2.145 0.761 0.378 1.9 -1.2 -0.6
N 1.259 0.256 -0.063 -0.5 0.3 -0.5
O 1.312 -1.130 -0.104 3.1 -0.2 2.1
O -1.520 -1.165 -0.156 1.1 3.0 0.5
```
Positions in Å, forces in eV/Å.

Just the Löwdin charges please, in e? Sure, here they are: C -0.116; C -0.219; H 0.196; H 0.094; H 0.140; N -0.027; O -0.091; O 0.023

***

Record 7
Density functional theory data (ωB97M-V/def2-TZVPD) for a 2-piece molecular cluster, C2H3NO2S overall in a non-equilibrium geometry.

Properties
E_tot (eV): -18537.57387
Maximum force (eV/Å): 5.647
Energy relative to the best compared isomer or geometry (same formula, charge and spin) (kcal/mol): 135.6
LUMO energy (eV): 0.41
Total charge: 0

Geometry as XYZ:
```
9
Properties=species:S:1:pos:R:3:forces:R:3
C -0.550 0.669 -1.667 -0.9 -1.0 0.4
C 1.048 0.247 0.409 1.2 0.6 -0.8
N -1.252 -0.253 -1.721 0.8 1.4 -0.5
O 0.075 0.770 1.433 -1.2 1.1 0.7
O -0.868 -1.525 0.752 1.5 -0.7 5.4
S 0.349 -0.763 1.568 -1.7 -1.9 -0.7
H 0.092 1.500 -1.415 -0.4 -0.3 -0.6
H 1.980 0.667 0.772 0.7 -0.5 0.1
H -0.875 -1.313 -0.131 0.1 1.2 -4.0
```
Positions in Å, forces in eV/Å.

Just the Löwdin charges please, in e? Sure, here they are: C -0.075; C -0.375; N 0.065; O -0.416; O -0.273; S 1.059; H 0.064; H 0.019; H -0.068

***

Record 8
Density functional theory data (ωB97M-V/def2-TZVPD) for C2H3NO2S in the gas phase in a non-equilibrium geometry.

Properties
E_tot (eV): -18539.68007
Maximum force (eV/Å): 5.783
SMILES string: O=CNOC=S
Energy relative to the best compared isomer or geometry (same formula, charge and spin) (kcal/mol): 87.0
LUMO energy (eV): -0.43
Total charge: 0

Geometry as XYZ:
```
9
Properties=species:S:1:pos:R:3:forces:R:3
C -0.181 0.590 1.527 -3.4 -3.6 2.9
C 0.654 -0.672 -1.410 -0.8 2.7 -0.4
H 0.884 0.878 1.289 -1.0 0.3 1.0
H -1.758 0.304 0.202 1.1 0.0 -0.5
H 0.107 -1.593 -1.237 0.1 0.1 0.6
N -0.757 0.037 0.312 1.5 1.8 1.5
O -0.815 0.361 2.615 3.2 2.0 -4.4
O 0.181 0.497 -0.703 -1.0 -3.0 -0.9
S 1.684 -0.403 -2.595 0.3 -0.4 0.2
```
Positions in Å, forces in eV/Å.

Just the Löwdin charges please, in e? Sure, here they are: C -0.205; C -0.678; H 0.152; H 0.157; H 0.067; N 0.010; O -0.015; O -0.223; S 0.734

***

Record 9
Density functional theory data (ωB97M-V/def2-TZVPD) for a 2-piece molecular cluster, C2H3NO2S overall in a non-equilibrium geometry.

Properties
E_tot (eV): -18538.61672
Maximum force (eV/Å): 4.477
SMILES string: [O-][NH+]=S.C=C=O
Energy relative to the best compared isomer or geometry (same formula, charge and spin) (kcal/mol): 111.5
LUMO energy (alpha / beta) (eV): -1.57 / -1.59
Total charge: 0

Geometry as XYZ:
```
9
Properties=species:S:1:pos:R:3:forces:R:3
C -2.382 0.627 0.335 0.6 0.3 0.4
C -1.591 -0.217 -0.290 -0.8 -2.0 -0.9
N 2.421 -0.196 -0.050 -0.3 -1.1 4.3
O -2.938 1.445 0.948 -0.1 -0.5 -0.5
O 2.827 -0.937 0.887 -0.6 1.1 -1.3
S 1.352 0.983 0.049 0.5 0.6 -0.2
H -0.502 -0.069 -0.175 -1.2 -0.3 -0.1
H 2.814 -0.465 -0.893 1.0 -0.3 -2.7
H -2.002 -1.171 -0.812 0.8 2.1 1.1
```
Positions in Å, forces in eV/Å.

Just the Löwdin charges please, in e? Sure, here they are: C -0.289; C -0.051; N -0.615; O 0.161; O -0.077; S 0.788; H -0.088; H 0.069; H 0.100

***

Record 10
Density functional theory data (ωB97M-V/def2-TZVPD) for a 2-piece molecular cluster, C2H3NO2S overall in a non-equilibrium geometry.

Properties
E_tot (eV): -18538.68472
Maximum force (eV/Å): 8.214
Energy relative to the best compared isomer or geometry (same formula, charge and spin) (kcal/mol): 109.9
LUMO energy (eV): -0.66
Total charge: 0

Geometry as XYZ:
```
9
Properties=species:S:1:pos:R:3:forces:R:3
C -0.426 1.612 -0.343 1.3 -0.7 -5.2
C 0.755 -1.500 0.627 0.1 2.6 -0.9
H -0.046 2.045 0.664 -0.9 0.2 -1.9
H -0.790 -0.558 -1.299 -0.4 3.9 4.1
H 1.176 -0.799 -0.334 -1.1 -1.8 2.1
N -0.815 0.274 -0.109 -0.5 -1.4 -5.3
O -0.311 2.042 -1.627 -0.7 -2.0 7.9
O 1.318 -2.344 1.196 0.8 -1.2 0.2
S -0.862 -0.772 1.225 1.4 0.6 -1.0
```
Positions in Å, forces in eV/Å.

Just the Löwdin charges please, in e? Sure, here they are: C -0.300; C -0.555; H 0.147; H 0.296; H 0.151; N -0.502; O -0.124; O 0.021; S 0.866